(1)
A structure of composition C4H11N2O. Source: the Open Molecules 2025 dataset; level of theory: ωB97M-V with the def2-TZVPD basis set.

## Properties
total energy	-9339.18941	eV
LUMO	-7.80	eV
relative energy (zero: lowest compared OMol25 entry of this formula, charge and spin)	9.667	eV

```
! wB97M-V def2-TZVPD RIJCOSX def2/J DEFGRID3
* xyz 1 1
O 0.635 0.706 -2.027
C -0.244 0.269 -1.282
N -1.154 -0.667 -1.738
C 0.466 -0.309 0.322
N -0.754 -0.069 1.175
C -0.129 -0.532 2.214
C 1.748 0.481 0.580
H -2.062 -0.712 -1.303
H -0.885 1.063 -0.833
H 0.563 -1.324 -0.040
H -2.834 0.151 3.449
H -1.014 -1.003 -2.684
H -3.114 0.730 3.080
H 0.665 -0.044 2.789
H -0.436 -1.465 2.706
H 1.432 1.454 0.950
H 1.964 0.703 -0.469
H 2.659 0.026 0.950
*
```

(2)
The molecule C7H5N. Source: the Open Molecules 2025 dataset; level of theory: ωB97M-V with the def2-TZVPD basis set.

## Properties
total energy	-8823.53257	eV
LUMO (spin up / spin down)	-1.13 / -1.13	eV
relative energy (zero: lowest compared OMol25 entry of this formula, charge and spin)	4.681	eV

```
! wB97M-V def2-TZVPD RIJCOSX def2/J DEFGRID3
* xyz 0 1
C -0.717 0.871 1.177
C 0.563 1.570 1.382
C 1.888 0.755 -0.338
C -0.925 -0.186 0.344
C 2.126 0.310 -1.485
C -1.333 -1.237 -0.161
C -1.646 -2.245 -0.926
N 1.636 1.385 0.718
H -1.430 1.350 1.680
H 0.657 2.391 2.259
H 2.631 0.286 -2.411
H -2.638 -2.537 -0.878
H -0.814 -2.712 -1.361
*
```

(3)
A cluster of 2 separate species, C2H3ClSi in total. Source: the Open Molecules 2025 dataset; level of theory: ωB97M-V with the def2-TZVPD basis set.

## Properties
total energy	-22519.50112	eV
LUMO	-0.85	eV
relative energy (zero: lowest compared OMol25 entry of this formula, charge and spin)	2.344	eV

```
! wB97M-V def2-TZVPD RIJCOSX def2/J DEFGRID3
* xyz 0 1
C 1.654 -0.330 -0.196
C 1.772 0.690 -0.770
Si -2.102 0.355 0.221
Cl -3.619 -0.481 1.317
H 1.451 -1.154 0.547
H 1.775 1.431 -1.551
H -0.931 -0.512 0.432
*
```

- Look up the relative energy (zero: lowest compared OMol25 entry of this formula, charge and spin) of the second one.
  4.681 eV